Formula: C25H23Br2IrN3O6S2
Source: the Open Molecules 2025 dataset
Level of theory: the ωB97M-V functional and the def2-TZVPD basis

Charge: +1
Spin multiplicity: 5
HOMO energy (alpha / beta) in eV: -10.059 / -11.124
Total energy in eV: -207633.8586
Relative energy (zero: lowest compared OMol25 entry of this formula, charge and spin) in kJ/mol: 132.0

Atoms and positions in Å:
Ir1 -0.3167 0.3959 0.2743
Br1 6.4006 0.8932 1.6985
C1 4.5720 0.9622 1.3226
C2 4.1302 1.4189 0.0940
C3 2.7682 1.3873 -0.1518
N1 1.8960 0.9413 0.7477
C4 2.3098 0.6056 1.9666
C5 3.6536 0.5675 2.2877
C6 1.2290 0.3459 2.9862
C7 1.4945 0.2730 4.3346
C8 0.4197 0.1683 5.2135
Br2 0.7365 0.0897 7.0526
C9 -0.8701 0.1490 4.7238
C10 -1.0459 0.2203 3.3518
N2 -0.0146 0.2999 2.5120
H1 4.8196 1.7984 -0.6458
H2 2.3394 1.7371 -1.0843
H3 3.9906 0.2463 3.2613
H4 2.5024 0.3277 4.7152
H5 -1.7236 0.0960 5.3836
H6 -2.0315 0.2192 2.9010
O1 -4.0247 -0.4219 -1.3545
S1 -2.9762 0.4400 -0.9130
O2 -1.6707 0.1547 -1.5732
O3 -2.6752 0.4236 0.5638
C11 -3.3783 2.1159 -1.2839
C12 -4.6785 2.3511 -1.6999
C13 -5.1062 3.6527 -1.9393
C14 -4.2342 4.7063 -1.7591
C15 -2.9311 4.4634 -1.3357
C16 -2.4682 3.1811 -1.0859
S2 -0.7239 3.3162 -0.4183
O4 0.0101 2.1707 -1.1305
O5 -1.1308 2.6734 1.0140
O6 0.2639 3.2654 1.2091
H7 -5.3475 1.5138 -1.8418
H8 -6.1231 3.8346 -2.2600
H9 -4.5650 5.7200 -1.9434
H10 -2.2515 5.2967 -1.1866
C17 1.8210 -3.2222 -3.4137
N3 1.8881 -1.8911 -2.7444
C18 0.7367 -1.0397 -3.1709
C19 2.0469 -2.0201 -1.2217
C20 0.8401 -2.5758 -0.5144
C21 0.7567 -3.9691 -0.4527
C22 -0.3243 -4.6008 0.1348
C23 -1.3319 -3.8210 0.6799
C24 -1.2357 -2.4376 0.6540
C25 -0.1407 -1.7655 0.0884
H11 1.7378 -3.0626 -4.4852
H12 0.9417 -3.7406 -3.0432
H13 2.7219 -3.7839 -3.1805
H14 2.7343 -1.4288 -3.0734
H15 -0.1857 -1.5423 -2.9062
H16 0.8068 -0.8948 -4.2463
H17 0.7828 -0.0824 -2.6615
H18 2.3200 -1.0285 -0.8700
H19 2.9011 -2.6859 -1.1026
H20 1.5584 -4.5704 -0.8701
H21 -0.3808 -5.6805 0.1605
H22 -2.1953 -4.2867 1.1378
H23 -2.0484 -1.8699 1.0946

***

Formula: C25H23Cl5GeIN6O4PS2V
Source: the Open Molecules 2025 dataset
Level of theory: the ωB97M-V functional and the def2-TZVPD basis

Charge: -2
Spin multiplicity: 4
HOMO energy (alpha / beta) in eV: -1.730 / -2.428
Total energy in eV: -227317.7440
Relative energy (zero: lowest compared OMol25 entry of this formula, charge and spin) in kJ/mol: 0.0

Atoms and positions in Å:
V1 0.7700 -0.6301 0.6950
Cl1 7.4579 0.9253 0.0376
C1 5.9623 0.0318 0.1408
C2 4.8398 0.6769 0.6354
C3 3.6189 0.0151 0.7357
N1 2.4219 0.6242 1.1547
C4 2.4837 1.6856 1.9589
O1 3.4635 2.1972 2.5187
C5 1.1518 2.3763 2.1585
C6 1.1048 3.4563 3.0405
C7 -0.0571 4.1901 3.1339
C8 -1.1348 3.8312 2.3352
C9 -1.0061 2.7192 1.5203
N2 0.1007 1.9842 1.4388
C10 3.5447 -1.3348 0.3101
C11 4.6870 -1.9721 -0.1668
C12 5.8892 -1.2893 -0.2498
Cl2 7.2920 -2.1364 -0.8499
N3 2.2834 -1.9138 0.3696
C13 2.0226 -3.1711 0.0122
O2 2.7806 -4.0813 -0.3407
C14 0.5369 -3.4605 0.0836
C15 0.0903 -4.7599 -0.0839
C16 -1.2665 -5.0180 0.0107
C17 -2.1254 -3.9656 0.2812
C18 -1.5961 -2.6977 0.4496
N4 -0.2946 -2.4375 0.3519
H1 4.9213 1.7004 0.9579
H2 1.9939 3.6840 3.6085
H3 -0.1252 5.0343 3.8099
H4 -2.0652 4.3842 2.3502
H5 -1.8374 2.3957 0.9130
H6 4.6234 -3.0042 -0.4717
H7 0.8298 -5.5216 -0.2830
H8 -1.6463 -6.0247 -0.1148
H9 -3.1925 -4.1081 0.3732
H10 -2.2296 -1.8577 0.6903
C19 -1.4881 -2.0125 -5.6672
C20 -1.2475 -0.5542 -5.3336
O3 -0.2926 -0.4525 -4.2764
P1 -0.7666 0.0763 -2.8297
S1 0.8697 0.0982 -1.7129
S2 -2.4223 -0.8167 -2.2514
O4 -1.1155 1.6094 -3.2627
C21 -1.4623 2.5146 -2.2233
C22 -1.7437 3.8674 -2.8400
H11 -2.0216 -2.1052 -6.6161
H12 -2.0710 -2.4863 -4.8787
H13 -0.5345 -2.5334 -5.7515
H14 -2.1795 -0.0618 -5.0455
H15 -0.8254 -0.0166 -6.1882
H16 -0.6358 2.5664 -1.5084
H17 -2.3473 2.1317 -1.7001
H18 -0.9009 4.1804 -3.4563
H19 -1.8929 4.6113 -2.0562
H20 -2.6369 3.8353 -3.4643
I1 -6.1281 2.2151 1.4370
C23 -4.3864 1.2957 2.0460
C24 -3.8045 1.3743 3.2928
N5 -2.6744 0.6592 3.2160
N6 -2.4757 0.1365 2.0067
C25 -3.5142 0.5089 1.2754
H21 -4.1076 1.8775 4.1934
H22 -1.9567 0.5162 3.9289
H23 -3.5809 0.2235 0.2375
Cl3 2.3329 -2.2083 4.0908
Ge1 0.5770 -1.2154 3.1390
Cl4 -1.0212 -2.6748 3.8435
Cl5 0.1611 0.3123 4.8403

***

Formula: C25H23ClN2O9PdS3
Source: the Open Molecules 2025 dataset
Level of theory: the ωB97M-V functional and the def2-TZVPD basis

HOMO energy in eV: -8.735
Total energy in eV: -96213.6264
Relative energy (zero: lowest compared OMol25 entry of this formula, charge and spin) in kJ/mol: 0.0

Atoms and positions in Å:
Pd1 0.1175 0.3463 0.6799
O1 1.5488 1.8412 0.6719
S1 2.7744 1.1302 1.1728
O2 3.4947 1.8623 2.1677
O3 2.3923 -0.2427 1.5017
C1 3.8804 0.9764 -0.2162
C2 5.2450 1.0933 0.0110
C3 6.1455 0.9016 -1.0235
C4 5.6874 0.5863 -2.2958
C5 4.3288 0.4697 -2.5370
C6 3.4444 0.6753 -1.4955
S2 1.4159 1.6245 -2.6936
O4 2.0151 2.8889 -2.4797
O5 1.3145 1.0779 -4.0048
O6 2.0632 0.5514 -1.7254
H1 5.5794 1.3416 1.0087
H2 7.2059 0.9989 -0.8344
H3 6.3874 0.4329 -3.1061
H4 3.9422 0.2305 -3.5192
C7 -4.3237 0.8355 5.0475
C8 -2.8686 1.2614 5.1665
N1 -2.3627 1.8292 3.9134
C9 -2.4071 3.2876 3.7950
C10 -1.1210 3.9373 4.2839
C11 -1.8653 1.0431 2.9577
S3 -1.3335 1.8166 1.4966
N2 -1.8663 -0.2669 3.2329
C12 -1.6191 -1.2089 2.3417
O7 -1.1840 -1.0872 1.1552
C13 -1.9362 -2.6065 2.7527
C14 -2.6361 -2.8617 3.9292
C15 -2.9203 -4.1658 4.2995
C16 -2.5034 -5.2213 3.4990
C17 -1.8022 -4.9705 2.3277
C18 -1.5197 -3.6668 1.9525
H5 -4.6918 0.4718 6.0077
H6 -4.4216 0.0379 4.3113
H7 -4.9521 1.6723 4.7376
H8 -2.2408 0.4202 5.4454
H9 -2.7544 2.0356 5.9265
H10 -3.2594 3.6250 4.3868
H11 -2.6152 3.5601 2.7624
H12 -0.9343 3.6871 5.3293
H13 -1.1929 5.0220 4.2003
H14 -0.2728 3.6006 3.6887
H15 -2.9470 -2.0290 4.5442
H16 -3.4656 -4.3610 5.2138
H17 -2.7224 -6.2406 3.7908
H18 -1.4706 -5.7929 1.7074
H19 -0.9707 -3.4564 1.0451
Cl1 -4.6989 0.6288 -5.4438
C19 -3.3181 0.9082 -4.4345
C20 -2.8887 2.2058 -4.2060
C21 -1.7768 2.4162 -3.4066
C22 -1.1258 1.3417 -2.8406
O8 -0.0233 1.6108 -2.0294
C23 -1.5526 0.0341 -3.0463
C24 -0.9380 -1.1677 -2.4523
O9 -0.2082 -1.2172 -1.4960
C25 -2.6547 -0.1648 -3.8716
H20 -3.4108 3.0381 -4.6558
H21 -1.4031 3.4141 -3.2191
H22 -1.2392 -2.1116 -2.9481
H23 -2.9973 -1.1742 -4.0632

***

Formula: C25H23ClN6O
Source: the Open Molecules 2025 dataset
Level of theory: the ωB97M-V functional and the def2-TZVPD basis

SMILES string: CN(C(=O)c1cnc(N2CCN(c3ncccn3)CC2)c2ccccc12)c1ccc(Cl)cc1
HOMO energy in eV: -7.835
Total energy in eV: -49810.0153
Relative energy (zero: lowest compared OMol25 entry of this formula, charge and spin) in kJ/mol: 0.0

Atoms and positions in Å:
C1 5.7242 -0.4421 2.0871
N1 4.3145 -0.2919 1.7882
C2 3.5153 0.3446 2.7105
O1 3.9848 0.9116 3.6762
C3 2.0625 0.2868 2.4136
C4 1.3289 1.4475 2.3500
N2 0.1028 1.5187 1.8361
C5 -0.4843 0.4167 1.4019
N3 -1.6420 0.5931 0.7045
C6 -2.1486 1.9553 0.6316
H1 -1.4268 2.6102 0.1282
C7 -3.4806 1.9824 -0.1007
N4 -3.2944 1.5121 -1.4551
C8 -4.1089 1.8962 -2.4524
N5 -5.1000 2.7460 -2.1441
C9 -5.8852 3.1212 -3.1338
C10 -5.7245 2.6674 -4.4357
C11 -4.6724 1.7860 -4.6416
N6 -3.8643 1.3997 -3.6747
H2 -4.4601 1.3695 -5.6188
H3 -6.3750 2.9786 -5.2348
H4 -6.6755 3.8113 -2.8641
C12 -2.2153 0.5794 -1.6719
H5 -2.4724 -0.0546 -2.5227
C13 -2.0128 -0.2586 -0.4100
H6 -1.2245 -0.9923 -0.5892
H7 -2.9471 -0.7899 -0.1895
H8 -1.2875 1.1147 -1.9138
H9 -4.2111 1.3534 0.4245
H10 -3.8798 2.9975 -0.1395
H11 -2.2648 2.3238 1.6526
C14 0.0435 -0.8855 1.7049
C15 -0.6989 -2.0772 1.6331
C16 -0.1264 -3.2815 1.9499
C17 1.2028 -3.3396 2.3796
C18 1.9316 -2.1901 2.5191
C19 1.3747 -0.9397 2.1914
H12 2.9306 -2.2258 2.9262
H13 1.6390 -4.2935 2.6365
H14 -0.7089 -4.1886 1.8912
H15 -1.7446 -2.0388 1.3742
H16 1.7625 2.3938 2.6444
C20 3.8198 -0.8313 0.5902
C21 2.9819 -0.0771 -0.2314
C22 2.4288 -0.6291 -1.3692
C23 2.7344 -1.9368 -1.7126
C24 3.6165 -2.6786 -0.9448
C25 4.1577 -2.1250 0.1998
H17 4.8298 -2.7136 0.8039
H18 3.8671 -3.6873 -1.2328
Cl1 2.0148 -2.6413 -3.1172
H19 1.7695 -0.0466 -1.9935
H20 2.7585 0.9459 0.0276
H21 5.9811 0.3084 2.8339
H22 5.9454 -1.4305 2.4980
H23 6.3138 -0.2849 1.1849

***

Formula: C25H23CoN8OS2
Source: the Open Molecules 2025 dataset
Level of theory: the ωB97M-V functional and the def2-TZVPD basis

Charge: +1
Spin multiplicity: 2
HOMO energy (alpha / beta) in eV: -10.355 / -10.646
Total energy in eV: -99560.7914
Relative energy (zero: lowest compared OMol25 entry of this formula, charge and spin) in kJ/mol: 2.3

Atoms and positions in Å:
Co1 0.4195 -1.5339 0.1896
N1 -1.6552 -2.7089 2.3778
C1 -0.4843 -2.3967 2.9319
N2 -0.3348 -2.5875 4.2384
C2 0.8458 -2.2373 4.7412
N3 1.0524 -2.4258 6.0469
N4 1.8648 -1.6888 4.0371
C3 1.6193 -1.5470 2.7595
N5 0.4865 -1.8895 2.1306
C4 2.6644 -0.9462 1.8916
C5 3.9095 -0.5787 2.3674
C6 4.8168 -0.0363 1.4703
C7 4.4473 0.1130 0.1428
C8 3.1775 -0.2822 -0.2490
N6 2.3041 -0.7951 0.6127
H1 -2.3543 -3.1432 2.9536
H2 -1.7756 -2.6499 1.3793
H3 0.3306 -2.8400 6.6085
H4 1.9392 -2.1820 6.4483
H5 4.1424 -0.7260 3.4115
H6 5.8023 0.2606 1.8029
H7 5.1308 0.5238 -0.5868
H8 2.8324 -0.1942 -1.2712
O1 0.5431 -1.0688 -1.6492
N7 0.1799 -1.9854 -2.5546
C9 0.1891 -1.5926 -3.8479
C10 -0.1482 -2.4641 -4.8422
C11 -0.5041 -3.7723 -4.4972
C12 -0.5112 -4.1449 -3.1773
C13 -0.1671 -3.2323 -2.1682
S1 -0.1578 -3.6168 -0.4901
H9 0.4826 -0.5642 -3.9952
H10 -0.1326 -2.1300 -5.8685
H11 -0.7726 -4.4854 -5.2642
H12 -0.7815 -5.1452 -2.8724
N8 -0.7231 0.1527 0.5465
S2 -1.4481 0.8347 -0.6966
C14 -0.3792 2.0791 -1.4212
C15 -0.8170 2.7511 -2.5549
C16 0.0124 3.6929 -3.1409
C17 1.2672 3.9500 -2.5987
C18 1.6955 3.2628 -1.4734
C19 0.8693 2.3160 -0.8795
C20 -2.7234 1.8875 -0.0299
C21 -4.0194 1.3932 -0.0662
C22 -5.0443 2.1358 0.5023
C23 -4.7651 3.3568 1.0977
C24 -3.4639 3.8441 1.1273
C25 -2.4342 3.1117 0.5602
H13 -0.5638 0.8095 1.3057
H14 -1.7978 2.5484 -2.9698
H15 -0.3184 4.2283 -4.0207
H16 1.9105 4.6879 -3.0590
H17 2.6730 3.4621 -1.0535
H18 1.1921 1.7557 -0.0106
H19 -4.2234 0.4386 -0.5352
H20 -6.0590 1.7626 0.4750
H21 -5.5657 3.9368 1.5370
H22 -3.2532 4.8003 1.5870
H23 -1.4214 3.4949 0.5639

***

Formula: C25H23F24N2O8
Source: the Open Molecules 2025 dataset
Level of theory: the ωB97M-V functional and the def2-TZVPD basis

Charge: -1
HOMO energy in eV: -4.107
Total energy in eV: -110863.0167

Atoms and positions in Å:
O1 8.4375 -5.7790 1.2905
N1 8.5681 -6.6366 0.4190
O2 8.2163 -6.1291 -0.7835
C1 6.7697 -6.3408 -1.0302
C2 6.3091 -5.3695 -2.2721
N2 4.7672 -5.3212 -2.3163
C3 4.1902 -6.6285 -2.8115
O3 3.1962 -7.2500 -1.9206
C4 2.0299 -6.3246 -1.7301
C5 1.9592 -5.6263 -0.2119
C6 0.7929 -4.5458 0.1899
C7 -0.3130 -4.1750 -0.9860
C8 -0.2511 -4.8844 -2.4976
C9 0.9416 -5.9823 -2.9080
C10 6.7577 -3.8038 -1.8918
O4 6.9517 -3.3645 -0.6460
O5 6.8928 -2.8531 -3.0061
H1 6.6313 -7.4646 -1.4078
H2 6.1515 -6.1867 -0.0373
H3 6.6950 -5.6992 -3.3277
H4 4.5053 -5.1031 -1.3302
H5 4.9845 -7.4388 -3.1029
H6 3.6080 -6.3703 -3.8212
H7 2.7707 -5.8904 0.6231
H8 0.8245 -4.0784 1.2625
H9 -1.1362 -3.3838 -0.7059
H10 -1.0403 -4.5879 -3.3165
H11 1.0209 -6.4770 -3.9824
C11 -0.0254 0.1379 -2.2407
C12 -0.1149 1.6470 -2.5241
C13 0.0643 2.5477 -1.3052
F1 -0.8423 2.3095 -0.3353
F2 -0.0904 3.8559 -1.6532
F3 -1.2794 1.9051 -3.1732
F4 0.8797 1.9462 -3.4184
O6 -1.2636 -0.5501 -2.0267
C14 -1.8066 -0.4345 -0.7127
C15 -3.0914 0.4015 -0.6619
F5 -2.9331 1.6214 -1.2332
F6 -3.4843 0.6224 0.6211
F7 -0.8398 0.0242 0.1200
F8 -2.0729 -1.7053 -0.3050
H12 0.3829 -0.3232 -3.1487
H13 0.7094 -0.0978 -1.4613
H14 1.0641 2.4380 -0.8793
H15 -3.9083 -0.1070 -1.1860
C16 -6.5156 1.5336 3.4206
C17 -7.8679 2.1419 3.8291
C18 -8.9681 1.1298 4.1362
F9 -9.2400 0.3143 3.0967
F10 -10.1350 1.7695 4.4291
F11 -8.2548 3.0330 2.8804
F12 -7.6484 2.8816 4.9619
O7 -6.2654 1.4092 2.0155
C19 -6.8558 0.2717 1.3891
C20 -7.9911 0.6354 0.4241
F13 -8.9344 1.4134 1.0112
F14 -8.6309 -0.4775 -0.0246
F15 -7.2346 -0.6075 2.3493
F16 -5.8525 -0.3402 0.7030
H16 -5.7449 2.2328 3.7682
H17 -6.2986 0.6009 3.9553
H18 -8.7061 0.5146 4.9998
H19 -7.6048 1.1804 -0.4444
C21 3.1613 6.8985 -0.1824
C22 2.6614 8.0842 0.6601
C23 3.2455 8.1720 2.0673
F17 2.9989 7.0736 2.8104
F18 2.6962 9.2178 2.7463
F19 1.3037 8.0698 0.6791
F20 3.0086 9.2274 -0.0117
O8 2.3449 5.7214 -0.1829
C24 2.5104 4.8637 0.9449
C25 1.2870 4.8398 1.8696
F21 0.9100 6.0845 2.2546
F22 1.5448 4.1432 3.0088
F23 3.6558 5.2027 1.5864
F24 2.7246 3.6185 0.4396
H20 3.1468 7.2340 -1.2269
H21 4.2142 6.6617 0.0132
H22 4.3254 8.3332 2.0352
H23 0.4304 4.3729 1.3708

***

Formula: C25H23F3O15PSnV2
Source: the Open Molecules 2025 dataset
Level of theory: the ωB97M-V functional and the def2-TZVPD basis

Charge: +1
HOMO energy in eV: -9.895
Total energy in eV: -131654.1025

Atoms and positions in Å:
O1 2.1793 1.9709 -2.3860
V1 0.7168 2.4237 -2.8739
O2 0.5166 1.5855 -4.2717
O3 -5.2408 -1.5797 -2.0592
V2 -4.8784 -0.0408 -1.9276
O4 -5.0524 0.7421 -3.3282
Sn1 -3.4790 3.5220 0.8309
C1 -4.8912 1.1903 0.4674
O5 -4.6972 1.8178 -0.5992
O6 -4.6877 1.8145 1.5697
O7 -5.1935 -0.0098 0.3059
O8 -0.5815 1.0512 -1.8884
P1 -1.5792 0.2974 -1.0478
O9 -2.8659 -0.0188 -1.7013
F1 -2.0193 1.1928 0.2454
F2 -0.8854 -0.9987 -0.4226
F3 -2.4023 1.2341 -4.3850
C2 -2.4922 -0.0015 -4.9477
C3 -3.3481 -0.2206 -5.9872
C4 -3.6045 -1.5575 -6.4057
C5 -2.8825 -2.5942 -5.8752
C6 -1.8623 -2.3597 -4.9052
C7 -1.7293 -1.0366 -4.4445
H1 -3.9381 0.6007 -6.3688
H2 -4.3305 -1.7187 -7.1891
H3 -3.0429 -3.6168 -6.1863
H4 -1.2576 -3.1436 -4.4751
H5 -1.1848 -0.7889 -3.5449
C8 -2.0699 1.8734 4.8613
C9 -2.1829 0.9553 5.8990
C10 -1.6748 -0.3249 5.7168
C11 -1.1256 -0.7271 4.5301
C12 -1.0230 0.1465 3.4564
C13 -1.4880 1.4340 3.6463
O10 -1.3178 2.4112 2.6992
O11 -1.7668 -1.2188 6.7518
H6 -2.3606 2.9061 4.9894
H7 -2.7479 1.1084 6.8086
H8 -0.8673 -1.7764 4.4877
H9 -0.5959 -0.2699 2.5543
H10 -0.7059 1.9977 2.0683
H11 -2.3851 -0.8651 7.3975
C14 4.3551 -3.1952 -0.3554
C15 3.0497 -3.6030 -0.1647
C16 2.0250 -2.6621 -0.3355
C17 2.2940 -1.2847 -0.3696
C18 3.6304 -0.8916 -0.3259
C19 4.6215 -1.8394 -0.4352
O12 5.8941 -1.4128 -0.6477
O13 0.7040 -3.1700 -0.4682
H12 5.1242 -3.9547 -0.3213
H13 2.7842 -4.6347 0.0152
H14 1.5049 -0.5794 -0.5867
H15 3.8520 0.1631 -0.4129
H16 6.5399 -2.1121 -0.7719
H17 0.2364 -2.3272 -0.5189
C20 2.6397 0.7493 2.1824
C21 3.9178 0.6236 2.6554
C22 4.8558 1.5863 2.2636
C23 4.5193 2.6247 1.3964
C24 3.2453 2.7159 0.9075
C25 2.2902 1.7827 1.2895
O14 0.9714 1.8804 0.7958
O15 6.1109 1.4371 2.7750
H18 1.8478 0.0617 2.4458
H19 4.2049 -0.2051 3.2852
H20 5.2612 3.3553 1.1060
H21 2.9556 3.5056 0.2252
H22 0.8688 2.6726 0.2637
H23 6.7211 1.3065 2.0418